Molecular formula: C17H16N6OS
Method: DFT, the ωB97M-V functional and the def2-TZVPD basis

Geometry (Å):
C  0.741  4.187  0.374
N  1.224  2.920  -0.094
C  0.531  2.033  -0.861
N  1.277  1.008  -1.184
N  2.482  1.209  -0.639
C  2.468  2.341  0.017
C  3.614  2.896  0.717
C  4.883  2.675  0.181
C  6.001  3.190  0.806
C  5.869  3.927  1.973
C  4.615  4.128  2.523
C  3.489  3.615  1.903
H  2.522  3.748  2.364
H  4.510  4.685  3.442
H  6.743  4.336  2.458
H  6.979  3.020  0.383
H  4.967  2.095  -0.725
S  -1.107  2.305  -1.369
C  -1.358  0.712  -2.194
H  -2.145  0.861  -2.935
H  -0.417  0.446  -2.674
C  -1.787  -0.348  -1.183
O  -2.118  -0.096  -0.052
N  -1.781  -1.593  -1.747
N  -2.200  -2.781  -1.255
C  -2.672  -2.933  -0.081
C  -3.134  -4.245  0.330
C  -3.674  -4.433  1.606
N  -4.128  -5.590  2.045
C  -4.070  -6.634  1.236
C  -3.553  -6.572  -0.052
C  -3.078  -5.359  -0.512
H  -2.666  -5.248  -1.503
H  -3.526  -7.453  -0.675
H  -4.456  -7.560  1.641
H  -3.743  -3.607  2.303
H  -2.769  -2.133  0.649
H  -1.432  -1.690  -2.692
H  1.574  4.883  0.467
H  0.243  4.079  1.341
H  0.018  4.575  -0.345

* 2S+1: 1
* SMILES string: Cn1c(SCC(=O)N/N=C/c2cccnc2)nnc1-c1ccccc1
* frontier orbital gap: 8.56 eV
* LUMO: 0.29 eV
* relative energy (zero: lowest compared OMol25 entry of this formula, charge and spin): 10.63 kcal per mole



Molecular formula: C17H17Br2MgNO
Method: DFT, the ωB97M-V functional and the def2-TZVPD basis

Geometry (Å):
C  -2.441  1.435  -1.529
C  0.329  0.024  -3.059
C  -1.710  2.551  -1.265
H  -3.509  1.404  -1.251
C  1.098  0.433  -2.043
H  0.772  -0.581  -3.848
H  -2.189  3.456  -0.866
H  2.033  -0.066  -1.865
C  -0.206  2.649  -1.342
H  0.119  3.419  -0.623
H  0.097  3.004  -2.327
C  -1.955  0.019  -1.964
H  -2.793  -0.612  -2.279
H  -1.344  -0.681  -1.338
C  -1.112  0.291  -3.265
H  -1.386  1.301  -3.612
H  -1.504  -0.372  -4.061
C  0.669  1.396  -0.979
H  1.624  1.716  -0.527
H  0.234  0.861  -0.126
Mg  -2.243  -1.997  0.742
H  -2.666  -0.492  0.823
Br  -1.778  0.536  4.923
C  -0.384  -0.215  3.896
C  0.951  -0.115  4.300
C  2.004  -0.458  3.425
Br  3.779  -0.399  4.126
C  1.719  -0.950  2.112
C  2.681  -1.450  1.201
C  2.234  -2.001  0.014
C  0.883  -2.308  -0.209
N  -0.054  -1.877  0.669
C  0.313  -1.162  1.766
C  -0.755  -0.942  2.754
O  -1.909  -1.495  2.716
H  1.158  0.201  5.296
H  3.749  -1.321  1.441
H  2.961  -2.276  -0.772
H  0.536  -2.922  -1.051

* 2S+1: 1
* frontier orbital gap: 6.01 eV
* LUMO: -1.22 eV
* relative energy (zero: lowest compared OMol25 entry of this formula, charge and spin): 0.00 kcal per mole



Molecular formula: C17H17BrCaN8O6S2
Method: DFT, the ωB97M-V functional and the def2-TZVPD basis

Geometry (Å):
Ca  1.040  -1.408  0.844
C  5.689  -0.935  1.353
O  5.234  -1.698  0.217
C  3.983  -2.117  0.281
O  3.272  -2.018  1.280
N  3.586  -2.718  -0.863
N  2.209  -2.935  -0.996
H  6.724  -0.693  1.134
H  5.615  -1.530  2.260
H  5.096  -0.028  1.445
H  4.151  -2.600  -1.690
H  2.015  -3.923  -1.107
H  1.852  -2.427  -1.811
O  3.599  1.837  -0.250
S  2.288  1.271  -0.140
O  1.905  0.806  1.195
N  2.035  0.008  -1.133
C  1.104  0.269  -2.055
S  0.610  -0.823  -3.211
C  0.520  1.640  -1.916
C  -0.467  2.236  -2.680
C  -0.892  3.509  -2.326
C  -0.343  4.175  -1.232
C  0.657  3.586  -0.468
C  1.062  2.320  -0.840
H  -0.888  1.704  -3.523
H  -1.665  3.995  -2.907
H  -0.697  5.164  -0.974
H  1.095  4.094  0.380
N  -2.178  -2.679  -1.743
N  -1.781  -3.143  -0.504
N  -2.619  -3.460  0.446
C  -1.783  -3.828  1.414
N  -0.505  -3.736  1.044
N  -0.530  -3.300  -0.208
H  -3.086  -2.251  -1.600
H  -1.504  -1.956  -2.010
H  -2.112  -4.149  2.386
Br  -4.824  2.047  4.455
C  -4.086  1.779  2.729
C  -4.612  2.475  1.652
C  -4.068  2.279  0.391
C  -3.015  1.395  0.213
C  -2.500  0.706  1.304
C  -3.032  0.898  2.573
C  -1.341  -0.229  1.119
O  -0.803  -0.752  2.131
O  -0.924  -0.439  -0.059
H  -5.434  3.161  1.801
H  -4.470  2.823  -0.454
H  -2.570  1.236  -0.760
H  -2.610  0.363  3.412

* 2S+1: 1
* frontier orbital gap: 8.38 eV
* LUMO: -0.27 eV
* relative energy (zero: lowest compared OMol25 entry of this formula, charge and spin): 1.68 kcal per mole



Molecular formula: C17H17Cl2CrNO
Method: DFT, the ωB97M-V functional and the def2-TZVPD basis

Geometry (Å):
C  1.775  -0.841  -3.597
C  2.443  -1.694  -0.442
C  2.391  0.273  -3.190
H  1.102  -0.787  -4.467
C  2.694  -0.440  -0.068
H  2.018  -2.393  0.299
H  2.024  1.238  -3.576
H  2.396  -0.109  0.944
C  3.622  0.431  -2.356
H  4.053  1.390  -2.694
H  4.376  -0.342  -2.557
C  1.728  -2.171  -2.907
H  1.901  -2.962  -3.660
H  0.717  -2.360  -2.510
C  2.754  -2.347  -1.766
H  3.740  -2.053  -2.140
H  2.780  -3.429  -1.553
C  3.403  0.633  -0.839
H  4.391  0.815  -0.378
H  2.839  1.571  -0.706
Cr  -2.174  0.340  -0.846
H  -1.440  1.659  -0.662
Cl  -5.261  3.477  0.212
C  -4.382  2.476  1.265
C  -4.228  2.777  2.620
C  -3.534  1.936  3.494
Cl  -3.462  2.308  5.153
C  -2.865  0.761  3.012
C  -2.031  -0.113  3.742
C  -1.328  -1.108  3.071
C  -1.389  -1.203  1.680
N  -2.182  -0.364  0.964
C  -2.991  0.514  1.632
C  -3.797  1.300  0.757
O  -3.938  0.880  -0.481
H  -4.683  3.688  2.999
H  -1.949  -0.007  4.817
H  -0.716  -1.816  3.615
H  -0.797  -1.927  1.118

* 2S+1: 5
* ⟨S²⟩: 6.038
* frontier orbital gap (spin up / spin down): 6.15 / 7.12 eV
* LUMO (spin up / spin down): -0.63 / -0.72 eV
* relative energy (zero: lowest compared OMol25 entry of this formula, charge and spin): 36.75 kcal per mole



Molecular formula: C17H17Cl2F5FeN3S2
Method: DFT, the ωB97M-V functional and the def2-TZVPD basis

Geometry (Å):
Fe  0.472  0.174  0.069
N  0.765  2.139  3.903
C  -0.400  1.924  4.694
C  -0.330  2.090  6.063
C  -1.456  1.872  6.848
C  -2.647  1.497  6.256
C  -2.716  1.335  4.876
C  -1.592  1.544  4.100
S  -1.713  1.320  2.344
N  -0.080  1.370  1.860
C  0.872  1.771  2.613
C  2.209  1.838  1.979
C  3.188  2.729  2.371
C  4.406  2.715  1.706
C  4.603  1.807  0.683
C  3.560  0.965  0.341
N  2.379  0.983  0.970
H  1.610  2.350  4.406
H  0.606  2.394  6.520
H  -1.392  1.995  7.920
H  -3.529  1.325  6.858
H  -3.649  1.054  4.401
H  3.002  3.448  3.157
H  5.190  3.405  1.990
H  5.543  1.747  0.154
H  3.669  0.239  -0.452
F  -1.665  0.228  -0.512
C  -2.019  -1.175  -0.274
F  -0.818  -1.513  0.498
C  -3.198  -1.171  0.720
F  -3.808  0.030  0.811
F  -4.127  -2.031  0.293
F  -2.877  -1.559  1.975
Cl  1.895  -1.090  -1.765
C  1.616  0.199  -2.948
Cl  0.630  1.470  -2.183
H  1.076  -0.216  -3.791
H  2.567  0.627  -3.239
C  -1.951  -1.379  -3.840
S  -0.923  -2.469  -2.845
C  -2.119  -3.771  -2.548
H  -2.321  -1.911  -4.716
H  -1.350  -0.531  -4.171
H  -2.786  -1.018  -3.235
H  -2.968  -3.355  -2.003
H  -1.635  -4.538  -1.948
H  -2.440  -4.199  -3.497

* 2S+1: 5
* charge: +1
* ⟨S²⟩: 6.008
* frontier orbital gap (spin up / spin down): 5.77 / 5.41 eV
* LUMO (spin up / spin down): -3.84 / -4.18 eV
* relative energy (zero: lowest compared OMol25 entry of this formula, charge and spin): 50.86 kcal per mole



Molecular formula: C17H17ClN2O2S2
Method: DFT, the ωB97M-V functional and the def2-TZVPD basis

Geometry (Å):
O  0.479  4.131  -0.215
C  1.325  3.535  0.394
O  1.131  3.025  1.620
H  0.195  3.103  1.860
C  2.781  3.500  -0.026
H  3.326  4.278  0.510
H  2.845  3.671  -1.100
S  3.614  1.945  0.388
C  2.359  0.843  -0.121
N  1.239  1.405  -0.538
C  0.250  0.596  -0.893
N  0.305  -0.721  -0.880
C  1.433  -1.294  -0.462
C  2.532  -0.544  -0.059
C  3.803  -1.156  0.435
C  3.894  -2.633  0.062
C  2.585  -3.335  0.411
C  1.457  -2.790  -0.458
H  0.484  -3.155  -0.124
H  1.588  -3.124  -1.493
H  2.677  -4.411  0.259
H  2.353  -3.162  1.464
H  4.727  -3.095  0.592
H  4.081  -2.731  -1.010
H  4.651  -0.597  0.030
H  3.841  -1.044  1.524
S  -1.207  1.400  -1.410
C  -2.360  -0.036  -1.546
C  -3.509  0.124  -0.611
C  -3.371  -0.062  0.763
C  -4.443  0.099  1.625
C  -5.680  0.457  1.121
C  -5.840  0.654  -0.240
C  -4.763  0.490  -1.091
H  -4.886  0.648  -2.152
H  -6.802  0.937  -0.639
H  -6.516  0.583  1.792
H  -4.303  -0.056  2.684
Cl  -1.835  -0.504  1.430
H  -2.698  -0.069  -2.580
H  -1.743  -0.904  -1.313

* 2S+1: 1
* SMILES string: O=C(O)CSc1nc(SCc2ccccc2Cl)nc2c1CCCC2
* frontier orbital gap: 8.96 eV
* LUMO: 0.62 eV
* relative energy (zero: lowest compared OMol25 entry of this formula, charge and spin): 0.00 kcal per mole